No. 1
The following is a DFT calculation (ωB97M-V/def2-TZVPD) of a structure of composition C36H40F3N5O2S2Sb2V.

Its largest force on an atom is 3.65 eV/A. The value obtained for the total energy is -118113.4001 eV. The spin multiplicity is 4. As for the energy above the lowest of the compared OMol25 structures with the same formula, charge and spin: 23.04 kcal per mole. The expectation value of S² is 3.8116.

Each line ends with the Löwdin charge.
Geometry (Å):
V 0.82199 -0.50428 0.52391  0.56
C 3.02495 -1.75964 3.05220  -0.11
O 2.82849 -1.20515 1.76110  -0.22
C 3.80506 -1.47311 0.81881  -0.21
C 4.94288 -2.21309 1.07917  -0.03
C 5.89264 -2.41072 0.08088  -0.10
C 5.70035 -1.85608 -1.17209  -0.10
C 4.56060 -1.11582 -1.43762  -0.02
C 3.58427 -0.91478 -0.45484  -0.21
N 2.42087 -0.19664 -0.66275  -0.10
N 2.25977 0.27112 -1.89923  0.07
C 1.24441 1.08814 -2.19250  -0.18
C 0.32658 1.58590 -1.22469  -0.32
O 0.36038 1.07426 -0.00660  -0.36
C -0.59803 2.58191 -1.57430  -0.01
C -0.72590 3.00651 -2.86841  -0.03
C 0.10264 2.47683 -3.89170  -0.19
C -0.03491 2.87589 -5.23742  -0.05
C 0.79391 2.38309 -6.21320  -0.10
C 1.78969 1.45152 -5.88128  -0.09
C 1.93838 1.03248 -4.57982  -0.03
C 1.10769 1.53359 -3.55955  -0.11
H 3.96030 -1.39928 3.48517  0.10
H 3.02345 -2.85066 3.01555  0.10
H 2.19117 -1.43188 3.66428  0.04
H 5.10525 -2.66038 2.04914  0.10
H 6.77298 -3.00130 0.29628  0.10
H 6.43376 -2.01285 -1.95258  0.10
H 4.39216 -0.68256 -2.41164  0.09
H -1.22517 2.98542 -0.78631  0.12
H -1.46350 3.75682 -3.12514  0.11
H -0.80708 3.59485 -5.48717  0.11
H 0.68589 2.71541 -7.23810  0.10
H 2.44474 1.06677 -6.65263  0.10
H 2.69968 0.31120 -4.31508  0.10
F 0.05148 -6.67255 1.10954  0.13
C 0.01749 -5.38670 1.51931  -0.59
F 0.90000 -5.28421 2.53640  0.12
F -1.20762 -5.17871 2.03321  0.13
C 0.35134 -4.45181 0.39851  -0.11
C 0.66403 -4.93402 -0.85802  0.02
C 1.02425 -4.03833 -1.85837  -0.03
C 1.09407 -2.69799 -1.55874  -0.12
N 0.80065 -2.22035 -0.34264  -0.10
C 0.39547 -3.06433 0.63384  -0.62
S -0.01245 -2.25411 2.08261  0.66
H 0.62894 -5.99700 -1.05261  0.13
H 1.25559 -4.38163 -2.85548  0.11
H 1.39476 -1.97108 -2.30018  0.11
C -3.41326 -2.11332 1.00812  -0.33
Sb -2.45516 -0.17688 0.90646  1.32
C -4.07069 0.72112 -0.22919  -0.32
C -3.25487 0.48772 2.86395  -0.30
C -3.18740 1.96922 2.98993  -0.29
C -4.21863 2.73081 2.43117  -0.07
C -4.20687 4.11323 2.45288  -0.09
C -3.14034 4.77831 3.03949  -0.09
C -2.12480 4.04162 3.62189  -0.07
C -2.12778 2.64435 3.62356  -0.28
C -1.03068 1.93679 4.34497  -0.30
Sb 0.65153 1.26607 3.09119  1.41
C 2.00572 1.26625 4.79525  -0.32
C 1.19166 3.27029 2.51462  -0.30
H -4.49088 -1.99605 1.12119  0.00
H -3.00700 -2.67518 1.84702  -0.02
H -3.19376 -2.64901 0.08494  -0.02
H -5.02952 0.46065 0.21966  0.00
H -4.02440 0.34743 -1.24989  -0.04
H -3.95615 1.80428 -0.24274  -0.01
H -2.68900 -0.04788 3.62519  0.04
H -4.28676 0.13742 2.87406  0.06
H -5.05510 2.20911 1.98136  0.10
H -5.02698 4.66779 2.01443  0.10
H -3.11474 5.86000 3.06573  0.10
H -1.30740 4.55877 4.11247  0.11
H -1.38741 1.05324 4.87467  0.06
H -0.55884 2.60711 5.06202  0.06
H 1.85787 2.17887 5.37051  0.00
H 3.03440 1.23306 4.43667  0.00
H 1.82312 0.40243 5.43377  0.00
H 1.39136 3.85542 3.41112  0.01
H 0.37176 3.71973 1.95583  0.00
H 2.08042 3.24136 1.88620  0.01
N -1.81152 -0.62863 -4.91318  0.11
C -2.52752 -0.98428 -3.83362  -0.93
N -3.84442 -1.20853 -4.02905  0.08
S -1.83747 -1.17399 -2.32283  0.66
H -2.26962 -0.32174 -5.75536  0.11
H -0.86987 -0.30448 -4.75802  0.08
H -4.24167 -1.25735 -4.95150  0.10
H -4.36568 -1.59583 -3.26420  0.09

---

No. 2
The following is a DFT calculation (ωB97M-V/def2-TZVPD) of a structure of composition C36H40MoN7O7.

Its largest force on an atom is 1.99 eV/A. As for the total charge: +3. The value obtained for the total energy is -64576.8156 eV. The spin multiplicity is 3. As for the energy above the lowest of the compared OMol25 structures with the same formula, charge and spin: 69.51 kcal per mole. The expectation value of S² is 2.0170.

Each line ends with the Löwdin charge.
Geometry (Å):
Mo -0.07988 -0.45477 0.01976  1.91
C -3.72880 -0.64660 -3.19151  0.02
N -4.10150 -0.22174 -1.84565  -0.10
C -5.53827 -0.06534 -1.59549  0.01
C -3.20200 0.02520 -0.92136  -0.35
O -1.96511 -0.13003 -1.12186  -0.09
C -3.69696 0.55294 0.41882  -0.07
O -2.63650 1.05356 1.19741  -0.14
C -2.26197 2.39664 1.02814  -0.07
C -0.85004 2.48966 0.46990  -0.31
O -0.23819 1.40181 0.20082  -0.20
N -0.28504 3.64759 0.32364  -0.07
C -0.99963 4.88907 0.62820  0.03
C 1.10330 3.76238 -0.12748  0.02
H -4.26354 -0.03635 -3.91786  0.11
H -2.66390 -0.51624 -3.33817  0.06
H -3.99808 -1.69098 -3.35143  0.12
H -6.08325 -0.59434 -2.37115  0.11
H -5.82663 -0.48888 -0.63521  0.10
H -5.83710 0.98389 -1.63352  0.11
H -4.47420 1.30679 0.27549  0.14
H -4.12566 -0.26809 0.99711  0.16
H -2.96121 2.95149 0.39671  0.15
H -2.24943 2.86638 2.01674  0.15
H -1.95878 4.93500 0.11394  0.11
H -1.15984 4.99441 1.70264  0.11
H -0.39612 5.72398 0.28798  0.11
H 1.60441 2.80101 -0.05815  0.07
H 1.12857 4.12359 -1.15598  0.12
H 1.61952 4.47628 0.51120  0.11
C -0.49864 -0.64429 4.46824  -0.01
O -0.64892 -1.94277 3.84003  0.09
C -0.53098 -1.76183 2.55099  -0.31
N -0.40714 -0.53079 2.12141  0.03
C -0.69284 0.33849 3.30128  -0.22
C 0.04871 1.63277 3.52154  -0.21
C -0.52488 2.52803 4.42782  -0.03
C 0.11708 3.71226 4.75133  -0.05
C 1.33986 4.02137 4.16720  -0.05
C 1.91058 3.13647 3.26643  -0.06
C 1.27047 1.94358 2.94804  -0.05
C -0.57292 -2.85999 1.62053  -0.21
C -0.69959 -4.12768 2.07394  0.04
C -0.75041 -5.30946 1.26920  -0.02
C -0.37660 -5.42222 -0.01025  -0.06
C 0.44496 -3.18164 -0.53221  -0.33
N -0.49242 -2.42558 0.28424  -0.06
C 0.51499 -2.46290 -1.86870  -0.28
N 0.33597 -1.19179 -1.89698  0.01
C 0.40576 -0.76407 -3.31543  -0.19
C 0.87102 -2.06550 -4.01730  0.01
O 0.81464 -3.08285 -2.96837  0.12
C 1.29329 0.41786 -3.62468  -0.19
C 1.99045 1.12047 -2.65404  -0.05
C 2.80429 2.18742 -3.01515  -0.07
C 2.90664 2.56569 -4.34383  -0.05
C 2.20308 1.87057 -5.31872  -0.04
C 1.40430 0.79788 -4.96134  -0.03
H 0.49774 -0.57878 4.90637  0.15
H -1.24731 -0.54613 5.24779  0.15
H -1.75599 0.57846 3.22437  0.14
H -1.47648 2.28989 4.89309  0.13
H -0.33173 4.38647 5.46864  0.12
H 1.84644 4.94096 4.42836  0.12
H 2.87340 3.35748 2.82181  0.12
H 1.74331 1.25877 2.26328  0.08
H -0.80027 -4.25137 3.14506  0.14
H -1.11315 -6.21239 1.74063  0.13
H -0.45971 -6.36000 -0.54251  0.15
H -0.61340 -0.51009 -3.61145  0.13
H 1.90114 -2.00370 -4.36289  0.15
H 0.22597 -2.38482 -4.83007  0.15
H 1.93463 0.81414 -1.61661  0.06
H 3.37949 2.70976 -2.26114  0.11
H 3.54152 3.39562 -4.62361  0.12
H 2.27982 2.15948 -6.35809  0.12
H 0.86317 0.25239 -5.72764  0.13
C 2.96468 -4.93332 -0.02681  0.06
N 2.92056 -3.48464 0.24402  0.01
C 4.04566 -2.83249 0.72222  0.03
C 4.08872 -1.49870 0.88879  0.09
C 2.91870 -0.71414 0.57960  -0.43
O 2.80479 0.49682 0.50142  0.04
N 1.76055 -1.47180 0.34250  0.04
C 1.81177 -2.76728 0.08888  -0.13
O 0.20461 -4.50832 -0.83284  0.04
H 3.98592 -5.28258 0.08498  0.11
H 2.63351 -5.14002 -1.04042  0.11
H 2.33208 -5.46845 0.67907  0.11
H 4.89854 -3.46208 0.93501  0.15
H 4.98637 -0.99694 1.21929  0.14

---

No. 3
The following is a DFT calculation (ωB97M-V/def2-TZVPD) of a structure of composition C36H40N7O2PRuSSe.

Its largest force on an atom is 1.22 eV/A. As for the total charge: +4. The value obtained for the total energy is -140521.0904 eV. The spin multiplicity is 5. As for the energy above the lowest of the compared OMol25 structures with the same formula, charge and spin: 0.00 kcal per mole. The expectation value of S² is 6.0421.

Each line ends with the Löwdin charge.
Geometry (Å):
Ru 0.16890 -0.05874 -0.15169  1.55
Se 4.75922 5.92065 0.33856  1.32
N 5.01260 4.18637 0.56747  -0.19
C 3.84044 3.61391 0.44758  -0.33
C 3.62197 2.17972 0.59187  -0.05
C 4.59646 1.25659 1.01180  0.10
C 4.24463 -0.06638 1.19592  0.03
C 2.95560 -0.48597 0.89909  -0.06
N 2.03564 0.37787 0.44816  -0.06
C 2.35216 1.70313 0.34314  -0.14
C 1.24425 2.57655 0.06874  -0.13
N 0.02528 1.96251 -0.04757  -0.06
C -1.07894 2.72404 -0.16207  -0.06
C -1.00433 4.10456 -0.18603  0.02
C 0.22939 4.72776 -0.10288  0.10
C 1.38841 3.95066 0.03284  -0.05
C 2.73481 4.48956 0.17824  -0.33
N 3.01767 5.76544 0.08522  -0.19
H 5.60555 1.60333 1.20302  0.15
H 4.96034 -0.78511 1.57112  0.14
H 2.64108 -1.51166 1.01541  0.10
H -2.02332 2.20419 -0.22860  0.10
H -1.91397 4.68363 -0.26451  0.14
H 0.31696 5.80820 -0.12372  0.15
O -1.87592 -0.34760 -0.44960  -0.64
S -3.07475 -0.89340 -1.21226  1.11
C -4.45420 0.14575 -0.84171  -0.36
C -5.41568 0.27952 -1.86136  -0.04
C -6.56061 0.99284 -1.58513  0.01
C -6.75628 1.53316 -0.30400  0.05
C -5.77268 1.42347 0.69122  0.00
C -4.62094 0.71792 0.44050  -0.05
C -3.86450 -2.12015 -0.20725  -0.31
C -4.86186 -2.90764 -0.86019  -0.03
C -5.59497 -3.78459 -0.11476  0.01
C -5.35261 -3.88869 1.27571  0.08
C -4.33527 -3.12285 1.91111  0.02
C -3.59990 -2.23399 1.18331  -0.04
H -5.24981 -0.13865 -2.84750  0.13
H -7.30257 1.14507 -2.35782  0.14
H -7.68819 2.03663 -0.07719  0.14
H -5.92972 1.87799 1.66032  0.14
H -3.85740 0.61631 1.20054  0.12
H -5.04217 -2.80011 -1.92392  0.13
H -6.36188 -4.39225 -0.57755  0.14
H -5.95329 -4.56891 1.86888  0.15
H -4.16171 -3.23873 2.97305  0.14
H -2.82636 -1.63596 1.64431  0.12
O 0.63360 -1.96255 -0.39873  -0.42
P 0.52933 -2.97566 -1.59017  0.59
N 0.36548 -2.06446 -2.94868  -0.18
C 0.48820 -2.61416 -4.33558  -0.15
C 1.32550 -1.57207 -5.07408  -0.13
C 0.91486 -0.26448 -4.39094  -0.13
C 0.89169 -0.69986 -2.93306  -0.24
N 1.84514 -3.88860 -1.56441  -0.18
C 1.91237 -5.27687 -2.10938  -0.16
C 3.38536 -5.41985 -2.45495  -0.14
C 4.06631 -4.71869 -1.27896  -0.14
C 3.16054 -3.51542 -0.97711  -0.16
N -0.77305 -3.92063 -1.45632  -0.17
C -0.88818 -4.75791 -0.22043  -0.16
C -1.99284 -5.76060 -0.55880  -0.14
C -1.86653 -5.91883 -2.07408  -0.14
C -1.62011 -4.49178 -2.54161  -0.16
H -0.50229 -2.69385 -4.78270  0.12
H 0.94985 -3.60088 -4.33170  0.11
H 1.11572 -1.56954 -6.14123  0.13
H 2.39147 -1.75643 -4.93365  0.13
H -0.08079 0.03533 -4.72180  0.13
H 1.60358 0.55896 -4.56532  0.13
H 0.22257 -0.05393 -2.31936  0.06
H 1.89929 -0.65172 -2.50435  0.12
H 1.23381 -5.42333 -2.94735  0.11
H 1.64868 -5.99697 -1.33098  0.12
H 3.61338 -4.90763 -3.39175  0.12
H 3.67691 -6.46284 -2.55436  0.13
H 5.08275 -4.40685 -1.50709  0.13
H 4.10937 -5.38890 -0.42064  0.13
H 3.54406 -2.60523 -1.44747  0.12
H 3.06912 -3.33190 0.09326  0.10
H -1.10340 -4.13804 0.64971  0.11
H 0.04800 -5.28456 -0.02736  0.11
H -2.97627 -5.35674 -0.30544  0.10
H -1.86002 -6.69752 -0.02314  0.13
H -2.74668 -6.35635 -2.54123  0.13
H -1.00846 -6.55032 -2.30985  0.12
H -2.56679 -3.94346 -2.58953  0.10
H -1.14600 -4.42773 -3.51560  0.10

---

No. 4
The following is a DFT calculation (ωB97M-V/def2-TZVPD) of a structure of composition C36H40N7O4S2Se2Ti.

Its largest force on an atom is 0.59 eV/A. As for the total charge: +3. The value obtained for the total energy is -232059.5123 eV. The spin multiplicity is 1. As for the energy above the lowest of the compared OMol25 structures with the same formula, charge and spin: 15.10 kcal per mole.

Each line ends with the Löwdin charge.
Geometry (Å):
Ti -0.61049 -0.20096 -0.38248  0.60
C -1.02569 0.93213 3.03062  -0.28
Se -2.10726 -0.19281 1.86367  1.06
C -3.58797 1.02113 1.49661  -0.49
C -3.16354 2.30896 0.83949  -0.47
Se -2.27641 2.00722 -0.88289  1.03
C -1.22717 3.64496 -0.86166  -0.30
H -0.24819 0.29392 3.44251  0.05
H -1.67705 1.27678 3.83082  0.06
H -0.57782 1.75900 2.49081  0.02
H -4.07442 1.21617 2.45309  0.10
H -4.28654 0.44787 0.88683  0.07
H -2.46520 2.87321 1.45558  0.08
H -4.02925 2.93795 0.63243  0.10
H -1.92757 4.45555 -0.67422  0.06
H -0.77792 3.77184 -1.84212  0.04
H -0.46744 3.60652 -0.08683  0.03
C -4.63711 -1.71383 -2.32785  0.02
C -3.32713 -1.38509 -1.80942  -0.14
N -2.30352 -1.09041 -1.37278  0.07
H -4.51901 -2.19384 -3.29856  0.09
H -5.21823 -0.79622 -2.43113  0.12
H -5.13923 -2.39149 -1.63588  0.12
C 1.30174 -5.93897 -1.88933  -0.07
C 2.46742 -5.06359 -2.33517  -0.21
C 2.18032 -3.57196 -2.25760  -0.17
N 1.08557 -3.23461 -3.18739  0.07
C 0.42147 -2.11315 -3.24049  -0.66
S 0.91879 -0.76072 -2.24934  0.80
N -0.60622 -1.93909 -4.09573  0.12
C -1.47117 -2.97444 -4.63818  -0.34
O -2.64985 -2.81915 -4.45346  0.13
C -0.83899 -4.09665 -5.33367  -0.18
C -1.52235 -5.31455 -5.39323  0.01
C -0.96548 -6.37401 -6.08551  -0.03
C 0.25354 -6.21339 -6.73580  -0.02
C 0.92678 -4.99677 -6.69505  -0.03
C 0.38818 -3.93621 -5.98817  -0.05
H 1.56509 -6.99226 -1.96702  0.09
H 0.40885 -5.78854 -2.50295  0.07
H 1.03446 -5.74651 -0.84778  0.04
H 2.77239 -5.31480 -3.35541  0.12
H 3.34043 -5.25558 -1.70975  0.12
H 3.05977 -2.98735 -2.53043  0.13
H 1.87184 -3.28032 -1.25161  0.09
H 0.85394 -3.94321 -3.87994  0.12
H -1.07673 -1.04891 -4.00978  0.13
H -2.48110 -5.41469 -4.90178  0.13
H -1.48409 -7.32149 -6.13324  0.12
H 0.67842 -7.04070 -7.28860  0.13
H 1.85994 -4.87461 -7.22742  0.12
H 0.89450 -2.97788 -5.97676  0.13
N 3.15024 -5.48913 2.70501  0.19
C 3.33568 -6.83159 2.90370  -0.17
C 4.35520 -7.55689 3.52576  0.00
C 4.20134 -8.92066 3.53455  -0.04
C 3.07858 -9.56348 2.95141  -0.05
C 2.07996 -8.85322 2.34503  0.01
C 2.20941 -7.45186 2.32246  -0.21
N 1.37233 -6.51008 1.80534  0.20
C 1.95098 -5.34950 2.04868  -0.29
C 1.35984 -4.11323 1.62906  -0.10
C 0.06057 -4.13853 1.08018  0.02
C -0.51061 -2.98285 0.63885  -0.13
N 0.13315 -1.78343 0.67006  -0.16
C 1.37067 -1.74490 1.22274  -0.09
C 1.99264 -2.86168 1.71403  0.04
H 3.75483 -4.76169 3.04686  0.17
H 5.21396 -7.07919 3.97657  0.12
H 4.95993 -9.53219 4.00410  0.12
H 3.02002 -10.64195 2.99810  0.12
H 1.21724 -9.33357 1.90523  0.12
H -0.47296 -5.07718 1.02934  0.13
H -1.51633 -2.98424 0.23932  0.11
H 1.85717 -0.77988 1.26596  0.12
H 2.97885 -2.74671 2.14174  0.13
O 2.42672 4.25218 2.50732  -0.23
S 3.03378 3.16603 1.82274  0.69
O 4.20280 2.50866 2.28943  -0.23
N 1.82580 1.96342 1.63845  0.07
C 1.55438 1.85693 0.40999  -0.41
O 0.58893 0.95033 0.06751  -0.29
C 2.25222 2.67563 -0.59065  -0.16
C 2.15214 2.72056 -1.97122  -0.02
C 2.96564 3.61931 -2.65144  -0.03
C 3.85221 4.44455 -1.96563  -0.01
C 3.95938 4.39421 -0.57722  0.01
C 3.14768 3.49888 0.08090  -0.20
H 1.47451 2.07223 -2.51329  0.08
H 2.91388 3.67838 -3.72999  0.12
H 4.47244 5.13555 -2.52024  0.13
H 4.65126 5.03122 -0.04292  0.14